[1]
79
Properties=species:S:1:pos:R:3:forces:R:3:lowdin_charge:R:1 method="wB97M-V/def2-TZVPD" gap_ev=5.0534 charge=+3 homo_ev=-15.972 e_lumo_ev=-10.919
W -0.200 0.064 0.221 0.9 -0.6 0.6 2.007
O -0.281 1.898 -0.093 0.0 -0.3 0.1 -0.287
C -0.001 2.574 -1.328 -0.1 -0.3 0.1 -0.400
C 1.489 2.809 -1.215 0.0 0.1 -0.1 -0.034
C 2.353 1.580 -0.988 0.0 0.0 0.0 -0.178
C 3.692 1.782 -1.272 0.0 0.0 0.0 0.019
C 4.614 0.769 -1.103 0.0 0.0 0.0 0.039
C 4.147 -0.464 -0.697 -0.1 0.0 0.0 0.038
C 2.804 -0.655 -0.431 0.1 0.0 0.0 -0.196
C 2.382 -2.057 -0.074 0.1 -0.1 0.0 -0.050
C 1.766 -2.176 1.315 -0.4 0.1 -0.1 -0.310
O 0.510 -1.356 1.068 -0.1 0.6 -0.3 -0.260
C 2.581 -1.496 2.392 0.1 0.0 0.0 -0.170
C 2.479 -0.145 2.707 0.0 0.1 0.0 -0.050
C 3.331 0.434 3.637 0.0 0.0 0.0 -0.055
C 4.306 -0.333 4.256 0.0 0.0 0.0 -0.043
C 4.416 -1.681 3.949 0.0 0.0 0.0 -0.027
C 3.556 -2.262 3.029 0.0 0.0 0.0 0.004
C 1.277 -3.550 1.681 0.0 0.0 0.0 -0.190
C 1.478 -4.655 0.863 0.0 0.0 0.0 -0.013
C 1.016 -5.905 1.258 0.0 0.0 0.0 -0.037
C 0.342 -6.049 2.459 0.0 0.0 0.0 -0.038
C 0.135 -4.945 3.279 0.0 0.0 0.0 -0.041
C 0.608 -3.703 2.896 0.0 0.0 0.0 -0.028
N 1.900 0.374 -0.518 0.0 0.1 -0.1 0.053
C -0.486 1.752 -2.521 0.0 0.0 0.0 -0.031
C -1.796 0.988 -2.456 -0.1 0.0 -0.2 -0.156
C -2.359 0.573 -3.777 0.0 0.0 0.0 0.106
C -1.708 0.758 -4.947 -0.1 0.0 0.1 0.017
C -0.420 1.319 -4.892 0.1 0.0 0.0 0.117
C 0.164 1.825 -3.715 -0.1 0.0 0.0 0.028
C -0.844 3.845 -1.404 0.1 0.1 0.0 -0.160
C -0.656 4.726 -2.468 0.1 0.1 0.0 -0.014
C -1.394 5.897 -2.542 0.0 0.0 0.0 -0.028
C -2.338 6.183 -1.564 0.0 0.0 0.0 -0.028
C -2.536 5.299 -0.514 0.0 0.0 0.0 -0.034
C -1.794 4.130 -0.430 -0.1 -0.1 0.0 -0.017
H 1.613 3.487 -0.365 0.0 0.0 0.0 0.165
H 1.883 3.351 -2.074 0.0 0.0 0.0 0.132
H 4.004 2.755 -1.626 0.0 0.0 0.0 0.140
H 5.664 0.931 -1.306 0.0 0.0 0.0 0.143
H 4.820 -1.301 -0.585 0.0 0.0 0.0 0.141
H 3.268 -2.689 -0.112 0.0 0.0 0.0 0.144
H 1.680 -2.444 -0.817 0.0 0.0 0.0 0.141
H 1.717 0.490 2.259 0.0 0.0 0.0 0.074
H 3.230 1.484 3.882 0.0 0.0 0.0 0.113
H 4.970 0.114 4.983 0.0 0.0 0.0 0.122
H 5.165 -2.291 4.435 0.0 0.0 0.0 0.125
H 3.641 -3.320 2.813 0.0 0.0 0.0 0.135
H 2.004 -4.576 -0.080 0.0 0.0 0.0 0.115
H 1.190 -6.763 0.624 0.0 0.0 0.0 0.121
H -0.016 -7.023 2.765 0.0 0.0 0.0 0.122
H -0.380 -5.061 4.223 0.0 0.0 0.0 0.119
H 0.478 -2.851 3.555 0.0 0.0 0.0 0.123
H -2.547 1.608 -1.948 0.0 0.0 0.0 0.194
H -3.304 0.044 -3.730 0.0 0.0 0.0 0.155
H -2.122 0.428 -5.889 0.0 0.0 0.0 0.143
H 0.155 1.380 -5.811 0.0 0.0 0.0 0.151
H 1.125 2.311 -3.800 0.0 0.0 0.0 0.136
H 0.078 4.525 -3.240 0.0 0.0 0.0 0.120
H -1.233 6.583 -3.362 0.0 0.0 0.0 0.126
H -2.918 7.094 -1.623 0.0 0.0 0.0 0.127
H -3.273 5.523 0.245 0.0 0.0 0.0 0.122
H -1.964 3.447 0.392 0.0 0.0 0.0 0.103
C -1.944 2.628 4.869 0.0 0.0 -0.1 0.048
N -1.759 1.575 3.861 0.0 0.0 -0.1 -0.077
C -2.238 0.284 3.960 0.0 0.0 0.0 0.017
C -1.830 -0.374 2.852 0.0 -0.1 0.1 -0.059
N -1.111 0.516 2.067 -0.1 0.1 -0.1 -0.119
C -1.104 1.690 2.717 -0.1 0.1 0.1 -0.099
H -3.006 2.741 5.067 0.0 0.0 0.0 0.114
H -1.541 3.558 4.479 0.0 0.0 0.0 0.104
H -1.417 2.347 5.777 0.0 0.0 0.0 0.114
H -2.818 -0.041 4.806 0.0 0.0 0.0 0.152
H -1.993 -1.398 2.562 0.0 0.0 0.0 0.132
H -0.636 2.599 2.376 0.0 0.0 0.0 0.150
O -0.350 -0.639 -1.552 0.0 0.3 -0.1 -0.242
N -1.750 -0.337 -1.702 0.0 -0.1 0.2 -0.095
O -2.026 -0.115 -0.320 -0.2 0.1 -0.2 -0.247

---

[2]
84
Properties=species:S:1:pos:R:3:forces:R:3:lowdin_spin:R:1 method="wB97M-V/def2-TZVPD" gap_ev="6.5847 / 6.7535" e_above_lowest_kcal_mol=2.87 s_squared=2.0071 charge=+1 homo_ev="-9.083 / -9.743" e_lumo_ev="-2.498 / -2.989" spin_multiplicity=3
Pt -1.795 -1.072 -0.944 0.1 -0.2 -0.3 1.370
C 8.487 8.156 -1.047 -0.1 0.0 0.0 0.000
O 7.089 8.414 -1.080 0.1 0.0 0.0 0.000
C 6.259 7.354 -1.077 0.0 -0.1 0.0 0.000
C 6.682 6.030 -1.017 0.0 -0.1 0.0 0.000
C 5.737 5.012 -1.020 0.1 0.0 0.0 0.000
C 4.380 5.288 -1.083 -0.1 -0.1 0.0 0.000
C 3.971 6.624 -1.139 -0.1 0.0 0.0 0.000
C 4.894 7.642 -1.136 -0.1 0.1 0.0 0.000
C 3.360 4.233 -1.102 0.1 0.0 0.0 0.000
N 2.066 4.437 -1.194 -0.1 0.0 0.0 0.000
C 1.503 3.190 -1.195 -0.2 0.2 0.0 0.001
C 2.457 2.213 -1.102 0.2 -0.1 0.0 0.000
N 3.650 2.895 -1.041 0.1 -0.1 0.0 0.000
C 2.156 0.817 -1.107 0.1 0.1 0.0 0.002
C 3.091 -0.221 -0.970 0.0 0.1 0.0 0.000
C 2.669 -1.524 -1.024 0.0 -0.1 0.0 0.003
C 1.312 -1.784 -1.227 0.0 0.0 -0.1 0.007
N 0.416 -0.823 -1.333 0.0 0.2 0.2 0.072
C 0.803 0.467 -1.249 -0.1 -0.1 -0.1 0.006
C -0.227 1.497 -1.302 -0.1 -0.2 -0.1 0.008
N -1.518 1.099 -1.369 0.1 0.0 0.3 0.079
C -2.478 2.002 -1.398 0.1 0.0 0.0 0.008
C -2.217 3.374 -1.376 -0.1 0.0 0.0 0.002
C -0.918 3.800 -1.310 0.1 0.1 0.0 0.001
C 0.113 2.850 -1.273 0.0 0.1 0.0 0.002
H 8.972 9.125 -1.084 0.0 0.0 0.0 0.000
H 8.798 7.563 -1.909 0.0 0.0 0.0 0.000
H 8.771 7.644 -0.126 0.0 0.0 0.0 0.000
H 7.731 5.781 -0.965 0.0 0.0 0.0 0.000
H 6.099 3.989 -0.972 0.0 0.1 0.0 0.000
H 2.911 6.843 -1.185 0.1 0.0 0.0 0.000
H 4.589 8.681 -1.177 0.0 -0.1 0.0 0.000
H 4.569 2.496 -0.973 0.0 0.0 0.0 0.000
H 4.139 0.010 -0.811 0.0 0.0 0.0 0.000
H 3.361 -2.347 -0.906 0.0 0.0 0.0 0.001
H 0.946 -2.800 -1.305 0.0 0.0 0.1 0.001
H -3.494 1.634 -1.432 0.0 0.0 0.1 0.001
H -3.041 4.073 -1.399 0.0 0.0 0.0 0.000
H -0.658 4.852 -1.279 0.0 -0.1 0.0 0.000
C -4.748 -2.067 1.850 0.0 -0.1 -0.1 0.002
N -4.923 -3.025 0.753 0.0 0.1 0.4 0.012
C -5.266 -4.356 0.889 0.0 0.2 0.1 0.004
C -5.316 -4.880 -0.352 0.0 0.0 -0.2 0.004
N -4.998 -3.859 -1.230 0.0 -0.2 -0.3 0.010
C -4.995 -3.972 -2.686 0.0 0.0 0.1 0.002
C -4.758 -2.728 -0.544 0.1 -0.1 0.0 0.021
Se -4.293 -1.050 -1.228 -0.2 0.0 -0.1 0.138
H -5.078 -2.538 2.771 0.0 0.0 0.0 0.000
H -5.336 -1.175 1.653 0.0 0.0 0.0 0.001
H -3.706 -1.765 1.934 -0.1 -0.1 0.0 0.000
H -5.446 -4.811 1.848 0.0 0.1 0.0 0.000
H -5.547 -5.878 -0.686 0.0 0.1 0.0 0.000
H -4.731 -4.991 -2.958 0.0 0.0 0.0 0.000
H -4.267 -3.278 -3.093 0.1 0.0 0.0 0.001
H -5.976 -3.726 -3.087 0.0 0.0 0.0 0.001
N -1.540 -7.490 -0.816 -0.1 0.1 0.0 -0.002
C -1.566 -6.131 -0.856 0.0 -0.1 0.0 -0.002
C -1.491 -5.433 -2.071 0.0 -0.1 0.0 0.003
C -1.552 -4.059 -2.062 0.0 0.0 -0.1 0.010
N -1.684 -3.335 -0.947 0.1 0.1 0.4 0.075
C -1.748 -3.997 0.219 0.0 0.0 -0.1 0.002
C -1.698 -5.367 0.312 0.0 0.0 0.0 0.002
H -1.287 -8.012 -1.635 0.0 0.0 0.0 0.000
H -1.456 -7.962 0.066 0.0 0.0 0.0 0.000
H -1.381 -5.966 -3.009 0.0 0.1 0.1 0.001
H -1.491 -3.501 -2.991 0.0 0.0 0.0 0.003
H -1.823 -3.383 1.110 0.0 0.0 0.0 0.000
H -1.745 -5.846 1.284 0.0 0.1 -0.1 0.000
O 0.445 -2.352 2.882 0.0 -0.1 0.1 0.004
C -0.303 -1.667 3.776 -0.1 0.1 0.0 0.000
C -0.089 -1.934 5.128 0.0 0.0 0.0 0.000
C -0.822 -1.269 6.091 0.0 0.0 0.0 0.000
C -1.780 -0.323 5.730 0.0 0.0 0.0 0.000
C -1.998 -0.063 4.391 0.0 0.0 0.0 0.001
C -1.274 -0.724 3.397 0.1 -0.2 -0.1 0.006
C -1.618 -0.447 1.963 0.2 0.0 0.2 0.007
O -2.523 0.319 1.670 0.1 -0.1 -0.1 -0.003
O -0.911 -1.128 1.084 -0.5 0.2 -0.1 0.132
H 0.158 -2.041 1.998 0.0 0.1 -0.1 0.001
H 0.660 -2.670 5.394 0.0 0.0 0.0 0.000
H -0.648 -1.492 7.138 0.0 0.0 -0.1 0.000
H -2.346 0.203 6.489 0.0 0.0 0.0 0.000
H -2.740 0.657 4.071 0.0 0.0 0.0 0.000

---

[3]
78
Properties=species:S:1:pos:R:3:forces:R:3:lowdin_charge:R:1 method="wB97M-V/def2-TZVPD" gap_ev=3.4360 e_above_lowest_kcal_mol=78.19 charge=-1 homo_ev=-3.498 e_lumo_ev=-0.062
C 5.098 3.207 1.870 1.0 -0.7 -1.6 -0.099
C 5.589 2.484 0.706 -1.9 0.2 1.7 -0.180
C 4.637 1.342 0.123 0.2 1.9 -0.3 -0.235
B 5.169 0.650 -1.279 -0.3 -0.7 0.7 -0.557
C 5.701 -0.917 -1.084 0.6 -0.5 -1.0 -0.242
C 7.251 -0.978 -0.711 -0.2 -0.1 0.3 -0.253
C 7.577 -0.705 0.829 0.8 -0.6 -0.7 -0.157
C 9.183 -0.623 0.959 -1.2 -1.8 1.7 -0.192
O 9.691 0.732 1.043 -0.3 0.4 -2.6 -0.053
C 9.892 1.313 -0.215 0.6 0.7 -1.5 -0.446
C 9.696 2.902 -0.286 0.6 -0.7 0.7 0.001
O 10.242 0.730 -1.245 -0.9 0.7 2.8 0.047
H 4.274 3.957 1.680 -0.2 -2.1 0.9 0.022
H 5.513 2.938 2.887 0.4 1.9 -1.2 0.027
H 6.618 2.732 0.303 -0.6 -1.7 1.1 0.066
H 4.516 0.562 0.947 0.1 1.2 -0.6 0.083
H 3.609 1.828 -0.025 1.0 -0.6 0.4 0.083
H 6.107 1.278 -1.675 0.6 0.5 -0.4 0.032
H 4.262 0.685 -2.076 -0.2 0.0 -0.4 0.023
H 5.609 -1.394 -2.128 0.1 0.4 1.4 0.075
H 5.028 -1.534 -0.397 1.0 0.5 -0.6 0.079
H 7.821 -0.205 -1.336 -1.0 -1.0 0.8 0.093
H 7.741 -1.984 -0.982 -0.7 1.2 0.5 0.101
H 7.235 -1.600 1.461 0.4 1.2 -0.9 0.110
H 7.063 0.206 1.263 0.7 -0.9 -0.7 0.103
H 9.430 -1.113 1.966 0.0 0.9 -1.4 0.118
H 9.651 -1.260 0.151 -0.3 1.1 0.7 0.117
H 9.857 3.384 0.739 -0.4 -0.7 -1.5 0.086
H 10.486 3.275 -1.016 -1.1 -0.5 0.9 0.082
H 8.662 3.134 -0.690 1.3 -0.4 0.6 0.079
C -1.096 0.192 0.150 0.0 -0.1 -0.2 -0.052
C -2.439 -0.085 -0.098 0.0 -0.1 -0.1 -0.059
C -2.814 -0.709 -1.282 0.0 0.1 0.2 -0.006
C -1.847 -1.048 -2.228 0.0 0.1 0.2 -0.090
C -0.505 -0.748 -1.989 -0.3 0.1 0.3 -0.079
C -0.130 -0.137 -0.793 0.0 0.1 0.2 0.016
C 0.527 -1.057 -3.006 1.0 0.3 0.3 -0.278
O 1.694 -0.799 -2.795 -0.4 -0.2 -0.1 0.130
C 0.110 -1.678 -4.285 -0.1 -0.2 -0.4 -0.078
C 1.062 -1.922 -5.275 0.1 -0.1 -0.2 0.008
C 0.682 -2.516 -6.473 -0.1 0.1 0.2 -0.062
C -0.647 -2.876 -6.684 -0.1 0.1 0.2 -0.070
C -1.599 -2.629 -5.703 0.1 -0.1 -0.2 -0.008
C -1.224 -2.020 -4.505 0.2 -0.1 -0.3 -0.087
C -2.254 -1.729 -3.479 -0.8 -0.2 0.0 -0.283
O -3.419 -2.041 -3.665 0.2 0.0 0.0 0.086
H -0.803 0.671 1.078 0.0 0.0 -0.1 0.109
H -3.194 0.184 0.634 0.0 0.0 -0.1 0.094
H -3.860 -0.927 -1.468 0.2 -0.1 -0.1 0.116
H 0.914 0.086 -0.597 0.0 -0.1 -0.2 0.128
H 2.099 -1.646 -5.115 -0.2 0.0 0.2 0.127
H 1.424 -2.700 -7.243 0.0 0.0 0.1 0.105
H -0.941 -3.346 -7.616 0.0 0.0 0.1 0.102
H -2.633 -2.907 -5.874 0.1 0.1 0.2 0.116
C -8.038 -3.053 4.858 0.0 0.2 -0.1 -0.059
C -6.732 -3.013 4.375 0.0 0.2 -0.1 -0.055
C -6.275 -1.890 3.695 0.0 -0.2 0.1 0.006
C -7.128 -0.808 3.485 -0.1 -0.3 0.1 -0.082
C -8.444 -0.858 3.947 0.1 -0.3 0.1 -0.085
C -8.893 -1.979 4.645 0.1 -0.2 0.1 0.000
C -9.375 0.264 3.688 -0.8 0.0 0.3 -0.280
O -10.523 0.223 4.095 0.2 0.0 -0.1 0.099
C -8.891 1.434 2.919 0.0 0.3 -0.2 -0.085
C -9.771 2.473 2.617 0.0 0.2 -0.1 0.000
C -9.323 3.580 1.907 0.0 -0.2 0.1 -0.059
C -7.991 3.659 1.504 0.0 -0.2 0.1 -0.056
C -7.113 2.624 1.798 -0.1 0.2 -0.1 0.005
C -7.563 1.505 2.498 -0.2 0.3 -0.1 -0.082
C -6.627 0.391 2.775 0.9 0.0 -0.3 -0.277
O -5.464 0.457 2.419 -0.2 0.0 0.1 0.100
H -8.390 -3.926 5.396 0.0 0.1 0.0 0.106
H -6.068 -3.857 4.531 0.0 0.1 0.0 0.108
H -5.256 -1.862 3.326 -0.1 0.2 0.0 0.123
H -9.911 -2.018 5.018 0.1 0.2 -0.1 0.120
H -10.808 2.419 2.931 0.2 -0.1 0.1 0.120
H -10.010 4.385 1.669 0.1 -0.1 0.0 0.106
H -7.640 4.527 0.956 0.0 -0.1 0.0 0.108
H -6.078 2.688 1.478 -0.1 -0.2 0.1 0.123

---

[4]
74
Properties=species:S:1:pos:R:3:forces:R:3:lowdin_charge:R:1 method="wB97M-V/def2-TZVPD" gap_ev=3.2502 e_above_lowest_kcal_mol=21.67 homo_ev=-5.199 e_lumo_ev=-1.949
C -2.793 -0.569 4.436 0.1 -0.3 0.2 -0.006
N -2.465 0.182 3.248 -0.3 0.9 -0.1 -0.036
C -2.950 1.447 3.038 -0.3 -0.3 0.7 -0.400
O -3.732 2.045 3.771 0.8 -0.5 -1.0 0.071
C -2.315 1.977 1.754 -0.5 -0.3 -0.2 -0.168
C -1.516 3.249 2.034 -0.1 0.0 0.2 -0.075
C -0.456 2.973 3.076 0.2 0.3 0.0 -0.227
C -0.737 3.132 4.437 0.0 0.0 0.0 -0.038
C 0.237 2.846 5.393 0.1 -0.1 -0.2 -0.074
C 1.499 2.396 4.988 -0.1 0.0 -0.1 -0.087
C 1.788 2.248 3.627 -0.2 0.0 0.0 -0.073
C 0.810 2.541 2.675 0.0 -0.1 0.2 -0.043
N -1.492 0.850 1.319 0.4 -0.1 -0.8 0.002
C -0.845 0.804 0.139 -0.2 -0.2 0.5 -0.026
C 0.029 -0.225 -0.201 0.0 0.0 0.1 -0.071
C 0.475 -0.454 -1.496 0.1 0.8 0.0 0.008
C 1.305 -1.557 -1.885 0.6 -0.9 -0.3 -0.211
C 1.611 -1.771 -3.258 -0.2 0.2 0.4 -0.010
C 2.388 -2.849 -3.663 0.1 -0.2 0.3 -0.068
C 2.894 -3.751 -2.711 -0.3 0.4 0.0 -0.070
C 2.607 -3.559 -1.352 -0.1 0.2 -0.1 -0.078
C 1.826 -2.482 -0.940 0.0 0.1 -0.4 -0.021
C -1.534 -0.306 2.242 0.0 0.7 0.5 -0.235
C -2.000 -1.566 1.584 -0.6 -0.2 -0.5 -0.042
C -3.198 -1.633 0.977 0.9 0.3 0.6 -0.022
C -3.703 -2.800 0.277 -0.5 -1.1 -0.6 -0.217
C -5.003 -2.773 -0.282 0.7 0.0 0.3 -0.037
C -5.505 -3.874 -0.967 0.3 -0.4 0.0 -0.080
C -4.719 -5.030 -1.104 0.0 0.4 0.2 -0.079
C -3.432 -5.074 -0.551 -0.1 0.3 0.1 -0.076
C -2.922 -3.970 0.134 -0.6 0.2 -0.2 -0.027
H -3.479 0.024 5.048 0.2 -0.1 -0.2 0.097
H -3.268 -1.522 4.178 0.0 0.2 0.0 0.093
H -1.885 -0.780 5.015 -0.1 0.1 -0.1 0.099
H -3.122 2.154 1.018 0.3 0.1 0.2 0.170
H -1.077 3.612 1.096 -0.1 0.0 0.2 0.125
H -2.235 3.989 2.411 0.2 -0.1 -0.2 0.133
H -1.734 3.467 4.738 0.4 -0.1 -0.1 0.117
H 0.000 2.967 6.452 0.1 0.0 -0.3 0.106
H 2.257 2.161 5.733 -0.2 0.1 -0.2 0.102
H 2.767 1.902 3.290 -0.2 0.1 0.2 0.107
H 1.019 2.437 1.607 0.1 0.0 0.3 0.106
H -1.060 1.616 -0.564 0.1 -0.2 0.2 0.152
H 0.357 -0.894 0.599 -0.2 0.2 -0.3 0.097
H 0.135 0.219 -2.286 0.1 -0.2 0.2 0.117
H 1.208 -1.067 -3.990 0.2 -0.2 0.2 0.121
H 2.602 -2.999 -4.723 -0.1 0.1 0.4 0.110
H 3.507 -4.596 -3.027 -0.2 0.3 0.1 0.105
H 2.995 -4.257 -0.606 -0.1 0.2 -0.3 0.105
H 1.610 -2.348 0.120 0.2 -0.1 -0.3 0.100
H -0.543 -0.468 2.705 -0.2 0.2 -0.1 0.163
H -1.293 -2.396 1.596 -0.3 0.1 0.0 0.107
H -3.851 -0.752 0.990 0.2 -0.2 0.0 0.131
H -5.594 -1.862 -0.159 0.1 -0.3 -0.1 0.112
H -6.509 -3.834 -1.394 0.3 -0.1 0.1 0.106
H -5.112 -5.893 -1.641 0.1 0.2 0.1 0.103
H -2.818 -5.970 -0.652 -0.2 0.2 0.0 0.106
H -1.920 -4.001 0.564 -0.3 -0.1 -0.2 0.102
C 4.560 1.844 -1.853 -0.7 0.0 0.8 -0.083
C 3.279 1.980 -1.247 1.1 0.0 -1.1 -0.140
C 2.349 2.315 -2.267 -0.3 -0.4 0.1 -0.106
C 3.035 2.400 -3.520 1.0 -0.3 0.3 -0.224
C 4.443 2.098 -3.254 -1.2 0.2 -0.2 -0.221
C 5.365 2.109 -4.306 -0.2 0.1 -0.2 -0.061
C 4.930 2.406 -5.604 -0.1 -0.1 0.3 -0.124
C 3.573 2.695 -5.860 -0.1 0.0 0.2 -0.129
C 2.628 2.693 -4.825 0.2 0.0 -0.2 -0.068
H 5.499 1.596 -1.370 -0.2 0.0 0.1 0.081
H 3.052 1.855 -0.189 0.1 0.0 -0.3 0.068
H 1.288 2.509 -2.149 0.1 0.1 0.1 0.066
H 6.412 1.884 -4.094 -0.2 0.1 -0.2 0.100
H 5.646 2.416 -6.430 -0.2 0.0 0.3 0.087
H 3.259 2.925 -6.881 0.1 -0.1 0.3 0.085
H 1.576 2.919 -5.010 0.2 0.0 -0.1 0.096